No. 1
# C18H25N2O8S4W

C18H25N2O8S4W as an isolated structure (the ωB97M-V functional and the def2-TZVPD basis, the Open Molecules 2025 dataset).

```
58
Properties=species:S:1:pos:R:3:forces:R:3
W 0.5136 0.1662 -0.0483 -0.012 -0.116 -0.062
S 2.0883 -1.7893 0.4305 -0.055 0.054 0.008
S -1.2781 -1.3309 1.1145 -0.022 -0.016 0.013
S 0.4532 -1.8364 3.8822 0.003 0.013 0.005
S -0.4686 -1.4404 -1.6504 -0.011 0.005 -0.001
O -2.8222 6.2385 -1.5627 -0.008 0.011 -0.005
O 2.1226 -0.7254 -2.4933 0.010 0.010 0.018
O 0.8809 1.1107 -1.8134 0.038 -0.020 0.038
O -4.1391 5.5890 0.1846 -0.016 0.017 -0.006
O 1.2822 3.1749 -2.6881 0.016 -0.017 0.005
O 0.4897 0.7272 1.9877 0.045 0.036 0.043
O 1.5624 2.4535 2.7892 0.006 0.023 0.030
O 1.7350 1.8439 0.7008 -0.024 -0.003 0.031
N 1.2925 1.7466 1.8891 0.002 -0.039 -0.058
N -0.8616 1.8818 -0.1999 0.012 0.020 -0.010
C -2.3392 4.2449 -0.4505 -0.022 0.007 -0.007
C -1.8765 2.1567 0.6266 0.002 -0.013 0.010
C 2.0834 0.2708 -1.5695 0.018 0.012 -0.026
C 0.9993 -3.1584 2.7583 -0.004 -0.015 0.013
C -1.9032 -0.8765 2.7631 0.017 -0.009 0.008
C 2.2405 -2.7044 2.0007 -0.014 0.015 -0.002
C 3.3666 1.0310 -1.3797 -0.008 0.019 -0.007
C 0.1095 -3.1075 -1.1402 0.019 -0.003 -0.001
C -2.2606 -1.6235 -1.3620 -0.008 0.002 -0.007
C -2.6937 -1.1114 0.0072 0.008 0.000 -0.004
C -0.5471 2.8289 -1.1236 0.008 -0.042 0.006
C -3.2125 5.5283 -0.6304 0.027 -0.034 0.017
C -1.3534 -1.8742 3.7746 0.005 0.005 0.002
C -2.6339 3.3095 0.5259 0.009 0.009 -0.007
C 2.6030 -0.3852 -3.8124 -0.010 0.002 0.004
C 0.6235 2.5273 -1.9652 -0.036 0.069 -0.019
C 1.5708 -3.1025 -0.7379 -0.007 0.002 0.009
C -1.2451 4.0007 -1.2799 0.000 0.018 -0.007
H 2.2069 -2.9613 -1.6072 0.000 0.000 0.003
H -3.4662 3.5162 1.1880 0.001 -0.007 0.001
H -2.4927 -2.6786 -1.4994 0.004 -0.002 0.000
H 2.2097 -1.1498 -4.4754 -0.001 0.000 -0.003
H 3.2237 1.9925 -0.9020 0.011 -0.005 0.002
H 3.8577 1.1999 -2.3364 -0.003 0.009 -0.013
H -2.0791 1.4233 1.3949 0.005 0.002 0.000
H 4.0268 0.4275 -0.7554 -0.004 -0.012 -0.005
H 3.6904 -0.3972 -3.8441 0.006 0.000 0.003
H -1.5853 0.1340 3.0070 -0.005 0.002 0.008
H -1.6921 -2.8891 3.5683 -0.010 0.004 -0.005
H -0.0315 -3.7609 -2.0013 0.000 -0.002 0.001
H -2.9924 -0.9145 2.7069 0.001 0.001 -0.004
H 2.8615 -3.5595 1.7291 0.003 0.001 -0.002
H -0.5273 -3.4521 -0.3290 -0.002 0.000 0.002
H -2.7531 -1.0642 -2.1550 -0.004 -0.006 -0.002
H -0.9848 4.7398 -2.0289 0.005 -0.003 0.002
H 2.2235 0.5915 -4.1152 0.003 0.001 0.000
H 1.2678 -4.0298 3.3560 0.003 -0.005 -0.006
H 2.8600 -2.0595 2.6258 0.004 -0.001 -0.002
H -1.7215 -1.6045 4.7648 0.002 -0.001 0.001
H 1.8264 -4.0574 -0.2790 -0.002 -0.003 -0.001
H -2.9791 -0.0634 -0.0317 0.000 0.003 0.000
H 0.1929 -3.4527 2.0894 0.005 -0.002 -0.006
H -3.5244 -1.6948 0.4024 -0.009 0.002 -0.009
```
Positions in Å, forces in eV/Å.

Summary:
**Charge**: +1
**Orbital gap**: 6.2 eV
**Lowest unoccupied orbital energy**: -3.974 eV
**Maximum force**: 0.1 eV Å⁻¹
**ΔE to the lowest compared entry with this formula, charge and spin**: 17.65 kcal/mol

Atomic partial charges in e from the Mulliken method, atoms 1 to 8: atom 1 (W): 0.999, atom 2 (S): 0.217, atom 3 (S): -0.010, atom 4 (S): -0.097, atom 5 (S): 0.155, atom 6 (O): -0.682, atom 7 (O): 0.078, atom 8 (O): -0.215


No. 2
# C18H25N3O3

C18H25N3O3 in the gas phase at a distorted geometry (the ωB97M-V functional and the def2-TZVPD basis, the Open Molecules 2025 dataset).

```
49
Properties=species:S:1:pos:R:3:forces:R:3
O 1.9467 -4.0614 5.4775 1.392 1.106 -1.633
O 3.1909 -2.8284 4.0568 0.331 0.083 -0.487
O -1.2333 0.3429 0.4516 0.626 -0.510 -1.223
N 0.7933 4.1286 -3.1458 0.994 -1.234 2.600
N -0.9000 2.2003 -1.8494 -0.768 -2.316 0.979
N 0.2985 -1.7859 0.9119 0.916 -1.862 -0.414
C -2.4261 -4.7146 2.1444 1.078 1.066 0.925
C -0.6608 -3.0852 2.4799 1.537 0.252 1.484
C -2.3226 -4.5900 0.7368 0.825 0.181 1.646
C -0.2204 0.8843 -1.8175 0.972 -0.993 0.635
C 1.0837 3.7141 -1.6841 -0.568 -1.689 -2.512
C 0.4252 -2.3191 3.1179 -0.005 1.662 -1.737
C -1.3928 -3.7303 0.2309 1.218 1.999 1.604
C -1.1445 2.5602 -3.2559 0.036 1.863 1.697
C 0.8767 -2.2416 4.5668 -0.540 2.078 -1.419
C 2.0809 -3.0976 4.7023 -2.575 -2.878 3.872
C 0.6011 5.5477 -3.4031 1.022 -0.258 -1.298
C -0.0453 0.1837 -0.3930 -0.429 3.602 -0.155
C 1.0087 -1.5372 2.0983 -3.503 -2.814 0.557
C 0.5391 -1.2110 -0.4086 -1.480 -0.852 -0.130
C -0.2856 3.1968 -1.0005 2.367 0.562 -2.346
C 0.1636 3.0177 -3.8869 0.203 0.506 -0.147
C -1.6166 -3.9624 3.0043 -0.379 -0.603 -1.300
C -0.5513 -2.8766 1.1214 -2.045 -0.423 -1.798
H -0.0741 6.0177 -2.6668 0.401 0.171 -0.266
H -3.0272 -5.4119 2.6687 -0.948 -0.636 -0.156
H 0.8465 0.9623 -2.1892 -0.883 -0.161 0.147
H 3.7364 -3.6124 4.2308 0.293 0.128 -0.026
H 0.1313 5.5909 -4.4111 0.153 0.355 0.616
H 0.7255 0.8201 0.0638 -0.019 -0.068 0.366
H -1.8381 0.9837 0.0228 0.634 -0.449 -0.011
H -1.3458 -3.7423 -0.8149 0.488 0.586 -1.428
H -1.8972 3.4033 -3.2811 0.762 -0.680 0.051
H -1.7083 -4.0544 4.0675 -0.043 -0.255 0.392
H -0.0675 -1.7879 -1.1637 0.873 0.116 0.790
H 0.8717 2.1319 -4.0024 -0.670 1.248 0.072
H -0.0011 2.8304 -0.0069 -0.783 0.077 -0.114
H 1.8659 -0.9560 2.1361 1.196 1.268 -0.043
H -1.6173 1.7130 -3.6949 -0.155 -0.660 -0.691
H 1.6165 -1.2557 -0.6418 -0.522 0.306 -0.185
H 1.1861 -1.1941 4.7531 -0.110 -0.312 -0.138
H -0.7458 0.1645 -2.4729 0.031 0.507 0.118
H -0.9064 4.1189 -1.0348 0.152 -0.692 0.549
H -0.1059 3.4156 -4.8537 0.313 -0.067 -0.658
H 0.0096 -2.3965 5.2502 1.210 -0.667 -0.278
H 1.3142 4.4847 -1.0456 0.805 2.590 0.826
H 1.6397 6.1183 -3.5202 -2.133 -1.030 0.588
H -2.8884 -5.1878 0.0548 -0.313 -0.319 -0.134
H 2.0705 3.1086 -1.7043 -1.956 0.117 0.212
```
Positions in Å, forces in eV/Å.

Summary:
**Charge**: 0
**Orbital gap**: 8.3 eV
**Lowest unoccupied orbital energy**: 0.594 eV
**Maximum force**: 5.5 eV Å⁻¹
**ΔE to the lowest compared entry with this formula, charge and spin**: 125.55 kcal/mol

Atomic partial charges in e from the Mulliken method, atoms 1 to 8: atom 1 (O): -0.605, atom 2 (O): -0.407, atom 3 (O): -0.571, atom 4 (N): 0.074, atom 5 (N): -0.013, atom 6 (N): 0.540, atom 7 (C): -0.596, atom 8 (C): 0.855


No. 3
# C18H25N3O3STi

C18H25N3O3STi as an isolated structure (the ωB97M-V functional and the def2-TZVPD basis, the Open Molecules 2025 dataset).

```
51
Properties=species:S:1:pos:R:3:forces:R:3
Ti -0.3158 0.3083 -0.0711 -0.167 0.014 0.050
S 2.6210 1.2645 0.6459 -0.063 0.047 0.102
O -0.9829 0.0089 -1.8066 -0.007 0.170 -0.036
O 0.4545 0.2143 -1.8007 0.053 -0.047 -0.018
O 1.6649 0.0741 0.6552 0.164 0.138 -0.069
N -1.4223 -1.7710 0.2441 -0.100 -0.258 0.109
N -0.7066 1.9403 0.3033 -0.286 -0.168 0.141
N -0.6292 -0.3018 2.2344 0.017 0.039 -0.129
C 2.4661 2.1861 -0.9133 0.033 -0.106 -0.073
C -1.6043 3.0613 0.1320 0.295 -0.052 -0.114
C -1.5028 3.9995 1.3383 -0.011 -0.023 -0.004
C -0.9960 -0.8830 4.9055 0.003 0.006 -0.034
C -1.4050 -1.7778 3.9315 -0.004 -0.005 0.006
C 4.2005 0.5100 0.1538 0.040 -0.011 -0.036
C -2.4482 -4.3333 0.4955 0.010 0.030 -0.002
C 3.5017 1.6277 -1.8791 0.052 0.046 0.004
C -3.0403 2.5415 -0.0014 0.019 0.009 0.019
C -1.5972 -2.3208 1.4545 0.055 0.155 0.085
C -2.1062 -3.5985 1.6200 0.001 0.001 0.016
C 4.7317 1.3032 -1.0335 -0.032 -0.014 -0.028
C -2.2664 -3.7672 -0.7522 -0.002 -0.005 0.001
C -1.1987 -1.4495 2.5975 -0.010 -0.030 -0.138
C -1.7477 -2.4829 -0.8347 -0.001 -0.027 -0.017
C -0.2455 0.5614 3.1682 0.012 0.041 0.085
C -0.4031 0.3094 4.5208 -0.017 -0.031 0.008
C -1.2216 3.8186 -1.1454 -0.015 0.004 0.020
H -1.8819 -2.7071 4.2058 0.000 0.007 0.021
H 5.4813 0.7263 -1.5762 -0.009 -0.004 -0.005
H -2.2274 -4.0162 2.6084 -0.011 -0.025 -0.013
H -1.1463 -1.1106 5.9527 -0.003 -0.007 0.000
H 0.1809 1.4864 2.7998 -0.009 -0.013 -0.042
H 3.9076 -0.4994 -0.1400 0.006 -0.001 0.016
H -3.3090 1.9716 0.8915 -0.017 0.001 -0.002
H 1.4350 2.0646 -1.2484 -0.011 0.054 0.030
H -0.2132 4.2276 -1.0466 0.001 0.007 -0.010
H -1.5715 -1.9703 -1.7739 0.004 0.025 0.002
H -2.5179 -4.3037 -1.6559 0.004 0.007 -0.005
H -3.1063 1.8827 -0.8691 -0.016 -0.004 0.002
H -1.2320 3.1300 -1.9919 -0.001 -0.003 0.001
H -0.0791 1.0375 5.2509 0.006 0.004 -0.007
H -2.8479 -5.3338 0.5969 0.001 0.000 0.009
H -3.7566 3.3594 -0.1213 0.001 0.001 -0.009
H -1.9111 4.6437 -1.3466 0.006 0.007 0.001
H 2.6521 3.2280 -0.6465 0.029 -0.002 0.029
H -0.4786 4.3644 1.4411 0.001 0.004 0.008
H 3.1030 0.7271 -2.3496 -0.009 -0.007 0.022
H 5.2095 2.2263 -0.6947 0.005 -0.003 0.007
H 3.7238 2.3480 -2.6666 -0.016 -0.009 -0.011
H 4.8665 0.4592 1.0127 0.001 0.033 0.004
H -1.7710 3.4660 2.2534 -0.004 -0.001 0.002
H -2.1706 4.8587 1.2309 0.005 0.008 0.005
```
Positions in Å, forces in eV/Å.

Summary:
**Charge**: 0
**Orbital gap**: 6.4 eV
**Lowest unoccupied orbital energy**: -0.271 eV
**Maximum force**: 0.4 eV Å⁻¹
**ΔE to the lowest compared entry with this formula, charge and spin**: 8.32 kcal/mol

Atomic partial charges in e from the Mulliken method, atoms 1 to 8: atom 1 (Ti): 0.276, atom 2 (S): 0.347, atom 3 (O): -0.503, atom 4 (O): -0.435, atom 5 (O): -0.392, atom 6 (N): 0.330, atom 7 (N): 0.104, atom 8 (N): 0.422


No. 4
# C18H25N5O

C18H25N5O in the gas phase (the ωB97M-V functional and the def2-TZVPD basis, the Open Molecules 2025 dataset).

```
49
Properties=species:S:1:pos:R:3:forces:R:3
O 3.8691 -3.1456 4.0149 -0.064 -0.184 -0.024
N 1.3900 1.5194 2.0272 0.371 -0.140 0.280
N -2.0560 0.9647 -0.2242 -0.220 0.078 0.124
N -2.5646 1.9518 -2.8068 0.079 -0.053 0.047
N -0.3770 -1.3827 1.0148 -0.478 -0.189 -0.316
N -0.4670 2.2975 0.7754 -0.398 -0.117 -0.314
C 1.9427 -3.6393 2.7958 -0.013 0.052 -0.002
C -0.8956 1.0662 0.4986 0.066 0.074 0.241
C -1.8188 0.7226 -2.6504 -0.105 -0.164 0.243
C -1.4059 2.9438 -4.8387 -0.134 0.032 0.297
C -0.1933 -0.0200 1.0427 0.590 0.556 0.191
C 4.8085 -2.2316 4.5431 0.277 0.145 0.166
C 0.9686 0.2724 1.7955 -0.793 0.093 -0.543
C -4.2597 0.9740 -4.4459 0.108 0.155 0.248
C 0.8422 -3.3157 2.0363 0.075 -0.105 0.074
C 5.8536 -3.0311 5.3057 -0.363 0.128 -0.250
C -1.8266 3.0621 -3.3688 0.145 0.108 -0.180
C 2.8275 -2.6586 3.2815 -0.037 0.200 -0.050
C 0.6196 -1.9737 1.7551 0.544 0.305 0.291
C -2.1994 0.0358 -1.3244 0.021 0.032 -0.313
C 1.4973 -0.9817 2.2406 -0.331 -0.527 -0.138
C 0.6232 2.4539 1.5145 0.243 0.216 0.111
C 2.6094 -1.3200 3.0074 0.176 -0.220 0.130
C -3.9530 1.8139 -3.1986 -0.123 -0.109 -0.062
H 5.3802 -3.5893 6.1087 -0.004 -0.047 0.103
H -2.3956 1.8844 -0.4941 0.099 -0.052 0.037
H -3.2398 -0.3014 -1.3602 0.094 -0.118 -0.053
H -1.2042 -1.8547 0.6931 0.074 0.070 0.080
H -3.6913 1.3151 -5.3060 0.041 -0.006 -0.114
H -0.8776 2.0092 -5.0132 0.072 -0.095 -0.077
H 3.2566 -0.5347 3.3598 0.121 0.053 0.079
H -2.2682 2.9887 -5.4988 -0.047 -0.016 -0.115
H -1.5529 -0.8297 -1.1782 -0.081 -0.016 -0.025
H -0.7420 3.7664 -5.0929 0.086 0.074 -0.085
H -0.7569 0.9760 -2.6029 -0.008 -0.034 -0.041
H 5.2828 -1.6657 3.7290 -0.113 -0.016 0.076
H 6.3427 -3.7344 4.6374 0.088 -0.060 -0.038
H -4.0360 -0.0767 -4.2773 -0.001 -0.119 -0.051
H -4.3426 2.8235 -3.3471 -0.039 -0.028 0.096
H 6.5976 -2.3606 5.7263 0.089 0.050 0.054
H -5.3186 1.0587 -4.6774 -0.115 -0.045 -0.053
H -2.4395 3.9594 -3.2436 0.088 0.012 0.054
H -4.4974 1.3766 -2.3531 -0.114 0.093 -0.061
H -0.9296 3.1910 -2.7541 -0.070 0.079 -0.016
H 4.3072 -1.5220 5.2161 0.023 -0.035 -0.130
H 2.1580 -4.6670 3.0422 0.015 -0.126 0.021
H 0.9178 3.4789 1.6999 0.021 0.080 0.026
H -1.9597 0.0125 -3.4781 0.083 0.038 0.007
H 0.1743 -4.0825 1.6735 -0.040 -0.104 -0.025
```
Positions in Å, forces in eV/Å.

Summary:
**Charge**: 0
**Orbital gap**: 8.3 eV
**Lowest unoccupied orbital energy**: 0.667 eV
**Maximum force**: 1.0 eV Å⁻¹
**ΔE to the lowest compared entry with this formula, charge and spin**: 32.00 kcal/mol

Atomic partial charges in e from the Mulliken method, atoms 1 to 8: atom 1 (O): -0.393, atom 2 (N): -0.679, atom 3 (N): -0.115, atom 4 (N): 0.375, atom 5 (N): -0.173, atom 6 (N): -0.675, atom 7 (C): -0.476, atom 8 (C): -0.092